[1]
DFT (wB97M-V/def2-TZVPD) results for the ion C4H8N3 with charge +1 in a non-equilibrium geometry.

Structure (ORCA input):
```
! wB97M-V def2-TZVPD RIJCOSX def2/J DEFGRID3
* xyz 1 1
C -2.3984 0.5064 0.0608
N -1.0720 0.0073 -0.0817
C -0.5442 -1.2127 -0.2232
C 0.8092 -1.1788 -0.0930
N 1.2362 0.0833 0.0312
N 2.6266 0.2254 0.1176
C 0.3600 1.0694 -0.0642
H -2.6222 0.7993 -0.9160
H -2.9768 -0.3292 0.2094
H -2.5225 1.2039 0.9761
H -0.9801 -2.1912 -0.3326
H 1.5110 -1.9239 -0.1974
H 3.0447 1.1203 0.0330
H 3.1597 -0.2335 0.8516
H 0.3688 2.0540 -0.3715
*
```

Computed properties:
**Relative energy (zero: lowest compared OMol25 entry of this formula, charge and spin)**: 123.8 kcal/mol
**Structure (SMILES)**: C[n+]1ccn(N)c1

And the natural (NBO) charges, in e, turn out to be: C -0.419; N -0.284; C 0.042; C -0.110; N -0.090; N -0.629; C 0.197; H 0.231; H 0.229; H 0.250; H 0.265; H 0.251; H 0.399; H 0.412; H 0.254

[2]
DFT (wB97M-V/def2-TZVPD) results for a cluster of 2 separate species, C3H11NO2S in total in a non-equilibrium geometry.

Structure (ORCA input):
```
! wB97M-V def2-TZVPD RIJCOSX def2/J DEFGRID3
* xyz 0 1
O 0.9249 -1.3899 1.7161
C 0.2863 -0.3291 2.2131
N 0.3353 0.8176 1.3355
C -0.5682 0.6133 0.1533
C -0.6084 1.5082 -1.0850
S -1.8237 0.6160 -2.3278
H 1.8994 -1.4396 1.9444
H 0.7380 -0.0874 3.2550
H -0.7285 -0.7291 2.3968
H 1.3322 0.9806 0.9352
H -1.6207 0.6276 0.5206
H -0.4230 -0.3551 -0.2272
H 0.3479 1.7084 -1.4933
H -1.0311 2.5064 -0.9488
H -1.6346 -0.5131 -1.6934
O 1.1987 -1.3809 -2.4017
H 1.0362 -1.7960 -1.5140
H 0.3394 -1.3581 -2.7789
*
```

Computed properties:
**Relative energy (zero: lowest compared OMol25 entry of this formula, charge and spin)**: 30.1 kcal/mol
**Structure (SMILES)**: OCNCCS.O

And the natural (NBO) charges, in e, turn out to be: O -0.738; C 0.096; N -0.643; C -0.244; C -0.437; S -0.077; H 0.477; H 0.150; H 0.177; H 0.356; H 0.194; H 0.161; H 0.210; H 0.215; H 0.102; O -0.936; H 0.469; H 0.467

[3]
DFT (wB97M-V/def2-TZVPD) results for the ion C3H6N2O3P with charge -1 in a non-equilibrium geometry.

Structure (ORCA input):
```
! wB97M-V def2-TZVPD RIJCOSX def2/J DEFGRID3
* xyz -1 1
C -1.2403 -1.0328 -0.6813
N -0.5084 -0.0074 -0.0654
C -1.2472 1.0328 0.6231
O 0.4286 -0.6030 0.9262
P 1.9856 -0.6104 0.1657
O 2.9887 -1.0308 1.2098
O 1.8493 -1.2633 -1.1490
C 2.1268 1.2548 -0.2681
N 2.3499 2.3535 -0.5360
H -2.1051 -1.5184 -0.0170
H -1.7913 -0.4509 -1.4449
H -0.6670 -1.8898 -0.9647
H -0.5174 1.5306 1.2736
H -1.6334 1.7356 -0.2001
H -2.0187 0.4996 1.1282
*
```

Computed properties:
**Relative energy (zero: lowest compared OMol25 entry of this formula, charge and spin)**: 30.8 kcal/mol
**Structure (SMILES)**: CN(C)O[P@@](=O)([O-])C#N

And the natural (NBO) charges, in e, turn out to be: C -0.404; N -0.175; C -0.427; O -0.694; P 2.309; O -1.113; O -1.139; C -0.067; N -0.435; H 0.110; H 0.194; H 0.246; H 0.234; H 0.195; H 0.166

[4]
DFT (wB97M-V/def2-TZVPD) results for the ion O4PS with charge -1 in a non-equilibrium geometry.

Structure (ORCA input):
```
! wB97M-V def2-TZVPD RIJCOSX def2/J DEFGRID3
* xyz -1 1
O -1.8045 1.0016 0.2376
S -1.3158 -0.2585 -0.1263
P 1.1555 -0.8469 -0.1442
O 2.2491 0.9472 0.2912
O -0.1097 -0.5682 1.0018
O -0.1746 -0.2751 -1.2602
*
```

Computed properties:
**Relative energy (zero: lowest compared OMol25 entry of this formula, charge and spin)**: 100.6 kcal/mol
**Structure (SMILES)**: O=[S@]12=[P@@]([O-])(O1)O2

And the natural (NBO) charges, in e, turn out to be: O -0.934; S 1.712; P 1.274; O -1.061; O -0.993; O -0.998

[5]
DFT (wB97M-V/def2-TZVPD) results for a structure of composition C35H30N2O8S5TeZr in a non-equilibrium geometry.

Structure (ORCA input):
```
! wB97M-V def2-TZVPD RIJCOSX def2/J DEFGRID3
* xyz -2 1
Zr 0.0261 -0.6049 -0.6513
S -0.7182 -3.2659 -0.0776
C -0.0811 -4.3951 -1.2205
C -0.6104 -5.7068 -1.2787
C -0.1652 -6.6379 -2.1904
C 0.8479 -6.3234 -3.0987
C 1.3981 -5.0560 -3.0532
C 0.9333 -4.1050 -2.1474
S 1.7035 -2.5197 -2.0283
C 1.5186 -1.8733 -3.6981
C 0.2355 -1.1220 -3.9393
C 0.0576 -0.4836 -5.1560
C -1.1118 0.2175 -5.3744
C -2.0939 0.1966 -4.4042
C -1.8616 -0.5008 -3.2257
C -2.9820 -0.6790 -2.2404
S -2.6350 -0.7391 -0.4503
C -1.1227 2.2088 -0.9095
C -2.1657 2.9478 -1.4535
C -2.5830 4.1237 -0.8368
C -1.9942 4.5393 0.3554
C -1.0135 3.7481 0.9508
C -0.5975 2.5643 0.3517
S 0.4841 1.3822 1.0901
N -0.6899 -1.1113 -2.9816
H -1.4016 -5.9576 -0.5830
H -0.6094 -7.6276 -2.1998
H 1.2073 -7.0569 -3.8098
H 2.2129 -4.7930 -3.7195
H 1.5901 -2.6963 -4.4108
H 2.3579 -1.2005 -3.8632
H 0.8596 -0.4913 -5.8821
H -1.2518 0.7735 -6.2940
H -3.0342 0.7149 -4.5323
H -3.4542 -1.6315 -2.5087
H -3.7240 0.1015 -2.4264
H -2.6347 2.6120 -2.3714
H -3.3826 4.7050 -1.2825
H -2.3211 5.4575 0.8303
H -0.5821 4.0191 1.9084
C -2.1895 1.3309 3.4633
Te -1.4500 -0.5793 2.8710
C -2.4190 -1.3195 4.6518
C -2.9908 -0.1181 5.3615
C -3.6378 -0.2527 6.5911
C -4.1840 0.8408 7.2420
C -4.0902 2.1003 6.6612
C -3.4491 2.2447 5.4426
C -2.8914 1.1490 4.7818
H -2.8587 1.7258 2.6987
H -1.3410 2.0090 3.5468
H -1.6839 -1.8315 5.2723
H -3.2121 -2.0255 4.4024
H -3.7095 -1.2390 7.0370
H -4.6813 0.7134 8.1965
H -4.5144 2.9652 7.1577
H -3.3707 3.2238 4.9830
C 2.6635 -3.5445 1.1719
S 2.5061 -1.8694 1.7374
O 2.0205 -1.9462 3.0925
O 3.8037 -1.2509 1.5550
O 1.4935 -1.2615 0.8205
H 3.3246 -4.0518 1.8724
H 3.0966 -3.5465 0.1742
H 1.6713 -3.9927 1.1688
O 1.7442 1.6241 -3.3779
C 2.0706 1.2330 -2.2660
O 1.7326 0.0894 -1.7642
C 3.0017 2.0805 -1.4312
C 3.2670 3.3810 -1.8476
C 4.1413 4.1794 -1.1331
C 4.7480 3.6400 -0.0085
C 4.4935 2.3505 0.4315
C 3.6035 1.5719 -0.2875
N 5.7020 4.4720 0.7375
O 5.9047 5.6100 0.3439
O 6.2587 3.9897 1.7050
H 2.7701 3.7446 -2.7364
H 4.3628 5.1944 -1.4264
H 4.9716 1.9731 1.3229
H 3.3713 0.5683 0.0363
O -0.6606 1.0912 -1.4391
*
```

Computed properties:
**Relative energy (zero: lowest compared OMol25 entry of this formula, charge and spin)**: 0.0 kcal/mol

And the Mulliken charges, in e, turn out to be: Zr -0.948; S -0.208; C 0.610; C -0.718; C -0.458; C -0.738; C -0.598; C -0.087; S 0.029; C -1.444; C 1.041; C -0.987; C -0.555; C -0.863; C 0.630; C -0.964; S -0.266; C -0.700; C -0.543; C -0.691; C -0.658; C -0.763; C 1.171; S -0.402; N 0.358; H 0.439; H 0.329; H 0.350; H 0.440; H 0.791; H 0.341; H 0.435; H 0.377; H 0.403; H 0.396; H 0.441; H 0.316; H 0.364; H 0.331; H 0.436; C -0.870; Te 0.173; C -1.304; C 0.455; C -0.585; C -0.495; C -0.501; C -0.569; C 0.351; H 0.457; H 0.371; H 0.428; H 0.416; H 0.408; H 0.364; H 0.370; H 0.450; C -0.821; S 1.211; O -0.694; O -0.780; O 0.163; H 0.490; H 0.209; H 0.121; O -0.704; C -0.036; O 0.455; C 0.009; C -0.396; C -0.605; C 0.136; C -0.669; C 0.093; N 1.024; O -0.659; O -0.631; H 0.475; H 0.468; H 0.536; H 0.389; O 0.856

[6]
DFT (wB97M-V/def2-TZVPD) results for a cluster of 7 separate species, C28H55BN6O13S in total in a non-equilibrium geometry.

Structure (ORCA input):
```
! wB97M-V def2-TZVPD RIJCOSX def2/J DEFGRID3
* xyz 0 1
O 1.3266 1.7132 4.5926
C 1.3946 2.3708 3.5711
C 2.3798 3.4619 3.3474
C 2.9242 3.5407 2.1263
C 3.9068 4.5963 1.6941
B 5.0367 4.9629 2.7667
O 6.1949 4.2379 2.8002
O 4.8625 6.0320 3.6150
C 2.5016 2.5000 1.1287
O 3.2896 1.9618 0.3748
C 1.0558 2.1533 1.1811
C 0.5075 2.0954 2.3978
C -0.9486 1.8000 2.6218
C -1.7002 3.1245 2.4055
C -3.2120 2.9223 2.4359
S -3.9762 4.3187 1.5879
O -4.3230 3.9658 0.2496
O -3.0588 5.4211 1.6774
O -5.2502 4.7008 2.4396
H 2.6208 4.1363 4.1538
H 4.3305 4.3273 0.7329
H 3.3256 5.5017 1.5199
H 5.9884 3.3347 2.5529
H 4.0222 5.9717 4.0675
H 0.4876 1.9860 0.2790
H -1.2606 1.0543 1.9017
H -1.0693 1.4641 3.6468
H -1.4346 3.4660 1.4089
H -1.3593 3.8768 3.1067
H -3.5122 1.9863 1.9833
H -3.5601 3.0026 3.4626
H -4.8906 5.1713 3.2156
C 1.3655 -1.9608 5.4364
N 0.4789 -1.4018 4.4361
C -0.3810 -2.0638 3.6142
C -0.4429 -3.5636 3.7340
O -1.0659 -1.4392 2.8138
H 1.1211 -1.5460 6.4164
H 2.3981 -1.6976 5.1991
H 1.2762 -3.0408 5.4764
H 0.4806 -0.3995 4.3110
H -1.1612 -3.9455 3.0188
H 0.5233 -3.9998 3.5169
H -0.7625 -3.8475 4.7400
C 3.6106 2.8582 -3.5049
N 3.7669 3.7238 -2.3518
C 4.2689 4.9850 -2.3078
C 4.7376 5.5955 -3.6071
O 4.3355 5.5915 -1.2488
H 2.5587 2.5936 -3.6239
H 4.1824 1.9413 -3.3528
H 3.9567 3.3451 -4.4100
H 3.4769 3.3685 -1.4530
H 5.1084 6.5954 -3.4059
H 5.5445 5.0034 -4.0401
H 3.9133 5.6643 -4.3178
C -5.3797 6.5049 8.4323
N -5.0552 6.4645 7.0176
C -4.6393 5.4098 6.2832
C -4.4776 4.0838 6.9839
O -4.4042 5.5457 5.0882
H -6.4153 6.8223 8.5594
H -4.7323 7.2249 8.9344
H -5.2494 5.5320 8.8921
H -5.1400 7.3162 6.4846
H -4.1398 3.3465 6.2625
H -3.7359 4.1587 7.7794
H -5.4289 3.7532 7.4011
C 3.2925 -5.4452 -1.0204
N 2.6756 -5.2629 0.2787
C 1.3497 -5.2200 0.5811
C 0.3687 -5.3792 -0.5526
O 0.9901 -5.0568 1.7393
H 3.9211 -6.3377 -1.0066
H 3.9211 -4.5833 -1.2528
H 2.5419 -5.5541 -1.7951
H 3.2752 -5.1502 1.0801
H -0.6393 -5.3241 -0.1600
H 0.4982 -4.5823 -1.2847
H 0.4958 -6.3452 -1.0377
C -1.0828 -6.8198 -5.9925
N -1.0558 -6.3303 -4.6255
C -1.7953 -6.7475 -3.5664
C -2.7849 -7.8628 -3.8056
O -1.6565 -6.2326 -2.4674
H -0.0922 -7.1938 -6.2621
H -1.3427 -6.0001 -6.6639
H -1.8065 -7.6188 -6.1099
H -0.4194 -5.5829 -4.4007
H -3.2935 -8.0802 -2.8718
H -3.5266 -7.5641 -4.5470
H -2.2731 -8.7646 -4.1439
C 0.3159 -4.3329 -10.5799
N -0.2411 -4.1341 -9.2540
C -1.5492 -4.0739 -8.8889
C -2.5847 -4.2295 -9.9765
O -1.8594 -3.9001 -7.7210
H 0.9353 -5.2312 -10.5865
H 0.9417 -3.4796 -10.8459
H -0.4678 -4.4398 -11.3212
H 0.3958 -4.0212 -8.4817
H -3.5704 -4.1584 -9.5283
H -2.4812 -3.4396 -10.7210
H -2.4894 -5.2021 -10.4609
*
```

Computed properties:
**Structure (SMILES)**: O=C1C=C(CB(O)O)C(=O)C=C1CCCS(=O)(=O)O.CNC(C)=O.CNC(C)=O.CNC(C)=O.CNC(C)=O.CNC(C)=O.CNC(C)=O

Atom charges from the Mulliken analysis, given in e for atoms 1 to 99: O -0.639; C 0.143; C -0.849; C 1.178; C -1.094; B 0.763; O -0.570; O -0.606; C 0.329; O -0.645; C -0.492; C 0.410; C -1.006; C -0.798; C -0.316; S 1.280; O -0.659; O -0.644; O -0.447; H 0.232; H 0.423; H 0.181; H 0.329; H 0.301; H 0.481; H 0.457; H 0.505; H 0.511; H 0.346; H 0.491; H 0.016; H 0.449; C -1.046; N -0.029; C 1.053; C -1.542; O -0.647; H 0.293; H 0.274; H 0.434; H 0.113; H 0.247; H 0.486; H 0.415; C -0.995; N -0.026; C 0.963; C -1.469; O -0.603; H 0.294; H 0.285; H 0.400; H 0.121; H 0.311; H 0.372; H 0.379; C -0.855; N -0.188; C 0.800; C -1.194; O -0.706; H 0.287; H 0.288; H 0.334; H 0.237; H 0.174; H 0.379; H 0.367; C -0.805; N -0.146; C 0.551; C -1.152; O -0.658; H 0.287; H 0.281; H 0.276; H 0.242; H 0.316; H 0.373; H 0.366; C -0.664; N -0.100; C 0.779; C -1.348; O -0.605; H 0.269; H 0.100; H 0.331; H 0.198; H 0.300; H 0.364; H 0.378; C -0.836; N -0.153; C 0.848; C -1.370; O -0.661; H 0.285; H 0.287

| no. | LUMO (eV) |
| --- | --- |
| 1 | -4.30 |
| 2 | 0.61 |
| 3 | 3.73 |
| 4 | 3.49 |
| 5 | 3.73 |
| 6 | -0.74 |